(1)
Molecular formula: C37H35Cl2FN7O2STi
Method: DFT, the ωB97M-V functional and the def2-TZVPD basis

The geometry in XYZ format:
```
86
Properties=species:S:1:pos:R:3:forces:R:3
Ti 0.789690 0.270276 0.330132 0.072 0.309 -0.013
Cl 6.428090 2.442448 -2.643031 0.003 -0.001 -0.013
C 5.327703 2.014116 -1.376683 -0.002 0.012 0.032
C 4.409624 1.001600 -1.599863 0.011 -0.033 -0.009
C 3.502272 0.635472 -0.615222 0.038 0.094 0.018
N 2.529563 -0.382377 -0.779761 -0.233 0.068 0.150
C 3.083831 -1.542775 -1.247058 0.019 -0.015 0.112
O 4.288299 -1.756081 -1.305407 -0.002 0.002 -0.068
C 2.177964 -2.627062 -1.787360 -0.010 -0.028 0.006
C 2.794846 -3.740427 -2.353372 0.010 -0.018 0.028
C 2.006411 -4.718682 -2.928004 -0.002 0.010 0.002
C 0.630133 -4.552022 -2.916745 0.018 0.001 0.001
C 0.112163 -3.416025 -2.319322 -0.040 -0.024 0.004
N 0.860761 -2.467827 -1.758892 0.015 0.030 -0.019
C 3.495049 1.338866 0.592741 0.010 0.061 0.120
C 4.461634 2.309668 0.849503 0.029 -0.008 -0.096
C 5.370359 2.651516 -0.140626 -0.027 -0.033 -0.028
Cl 6.538070 3.888244 0.192765 0.008 0.015 0.014
N 2.391654 1.055899 1.410684 -0.147 -0.143 0.046
C 2.342580 1.433872 2.701310 -0.013 0.129 -0.015
O 3.223378 1.933437 3.389226 0.021 -0.039 0.002
C 0.970394 1.247218 3.289186 0.074 -0.087 0.097
C 0.777965 1.451999 4.643560 -0.121 0.111 -0.053
C -0.510995 1.378265 5.142973 -0.026 -0.012 0.009
C -1.549349 1.119332 4.263253 0.010 0.006 0.010
C -1.262045 0.892086 2.928014 0.031 0.022 0.039
N -0.017001 0.926608 2.444388 0.031 -0.178 -0.130
H 4.422737 0.479805 -2.545653 -0.004 0.008 0.001
H 3.872394 -3.799048 -2.331259 0.002 -0.002 -0.006
H 2.455342 -5.592428 -3.382402 0.004 -0.002 0.003
H -0.032914 -5.283048 -3.359108 -0.003 0.002 -0.001
H -0.959264 -3.260270 -2.287621 0.008 0.005 -0.001
H 4.511875 2.783475 1.816501 0.012 -0.003 0.000
H 1.637243 1.685093 5.255220 0.007 0.009 -0.008
H -0.705362 1.533559 6.196173 0.000 0.000 0.000
H -2.577077 1.080874 4.595920 -0.002 -0.001 -0.005
H -2.055178 0.673632 2.230215 0.013 0.012 0.016
C -3.715327 2.504706 0.394922 0.018 0.013 0.001
C -3.437486 1.334768 -0.554947 -0.021 0.007 -0.013
C -4.492161 1.285094 -1.661570 0.010 -0.011 -0.009
C -3.359702 0.034105 0.233983 0.018 -0.002 -0.033
C -4.495229 -0.357797 0.926985 0.006 -0.005 0.024
C -4.466441 -1.428827 1.803580 -0.006 0.005 -0.002
C -3.274287 -2.091861 2.000394 0.018 0.011 0.007
C -2.104468 -1.762804 1.308639 0.005 -0.018 0.030
C -0.921331 -2.654192 1.711285 0.015 -0.015 0.000
C -0.999627 -4.010611 1.001513 0.007 0.029 -0.033
C 0.511169 -2.121738 1.659239 0.062 -0.006 -0.221
C -2.161019 -0.711405 0.373490 -0.075 0.025 -0.022
N -1.022066 -0.289944 -0.360107 0.310 -0.006 0.180
C -1.135226 -0.254772 -1.744457 -0.113 -0.059 -0.072
C -2.029991 -0.992525 -2.524507 -0.054 0.058 0.085
C -1.993799 -0.925434 -3.909497 -0.003 0.011 -0.029
C -1.075548 -0.122146 -4.569340 -0.019 -0.005 -0.015
C -0.190910 0.649452 -3.823560 0.003 0.069 0.042
C -0.270498 0.564158 -2.461236 -0.003 -0.055 -0.008
F 0.580861 1.333757 -1.676939 0.011 -0.153 -0.080
H -3.688418 3.448683 -0.152079 -0.003 -0.002 -0.006
H -2.962571 2.561544 1.183046 -0.026 0.019 0.006
H -4.697255 2.412810 0.864360 -0.001 -0.006 0.001
H -2.473900 1.534587 -1.018649 0.009 -0.018 0.021
H -5.494204 1.137375 -1.252908 0.004 0.002 0.019
H -4.290557 0.478081 -2.365389 -0.010 -0.001 -0.013
H -4.497857 2.224972 -2.216249 0.005 0.002 -0.001
H -5.410126 0.209311 0.806526 -0.002 0.004 -0.005
H -5.354208 -1.721932 2.348855 -0.001 0.001 -0.001
H -3.233720 -2.903796 2.718361 0.003 0.000 0.002
H -1.099336 -2.848190 2.773529 -0.003 -0.045 -0.013
H -0.680447 -3.922847 -0.034617 -0.025 0.011 -0.030
H -2.016835 -4.401865 1.014380 0.000 -0.004 0.017
H -0.345884 -4.733848 1.492962 0.012 0.000 -0.012
H 0.791740 -1.796025 0.647342 -0.045 -0.136 -0.155
H 1.213608 -2.943556 1.814545 -0.022 0.013 0.138
H 0.716754 -1.379375 2.428344 -0.003 0.057 -0.050
H -2.754155 -1.626166 -2.027102 0.004 -0.010 0.006
H -2.694587 -1.519352 -4.482670 0.000 0.001 -0.001
H -1.047887 -0.083578 -5.649038 -0.002 -0.003 -0.001
H 0.534684 1.306254 -4.284061 0.006 -0.007 0.000
N 1.997845 3.842423 -0.807732 0.004 -0.014 0.015
C 1.285291 3.884511 0.330206 0.042 0.093 0.030
N 1.935154 4.296936 1.428331 -0.026 0.013 -0.051
S -0.352605 3.480578 0.382415 0.088 -0.140 0.001
H 3.007652 3.845413 -0.789238 0.000 0.001 -0.006
H 1.544448 3.458453 -1.617268 -0.009 -0.011 -0.005
H 2.935180 4.416916 1.438703 -0.010 0.000 0.010
H 1.442431 4.270380 2.302855 0.009 0.008 0.007
```
Forces are in eV/Å.

Output
* spin multiplicity: 2
* ΔE to the lowest compared entry with this formula, charge and spin: 1.5579 eV
* highest occupied orbital energy (alpha / beta): -7.66 / -7.70 eV
* E_tot: -4232.8044 hartree

(2)
Molecular formula: C37H35ClCsN7O2SSi
Method: DFT, the ωB97M-V functional and the def2-TZVPD basis

The geometry in XYZ format:
```
85
Properties=species:S:1:pos:R:3:forces:R:3
Cs -0.293304 -0.208338 0.808622 0.335 0.070 -1.216
O 0.519015 1.734906 2.411324 0.051 0.316 0.368
C 0.273723 2.385840 3.472252 0.181 0.188 0.005
C 1.088257 3.512191 3.829516 -0.007 -0.011 -0.039
C 0.872529 4.266781 4.956105 -0.045 0.022 0.061
C -0.176176 3.959914 5.831397 0.010 0.028 0.021
C -0.980649 2.877321 5.523154 0.017 0.006 -0.008
C -0.800762 2.086471 4.383777 -0.024 -0.006 0.003
C -1.713269 0.958007 4.230812 -0.060 -0.068 0.051
N -1.763525 0.132202 3.259563 -0.008 -0.117 0.190
N -2.734090 -0.855345 3.415303 -0.219 0.068 0.285
C -2.439723 -1.990871 2.827009 0.113 0.105 0.074
O -1.403679 -2.308170 2.173287 -0.133 -0.444 0.187
C -3.499380 -3.056262 3.019997 -0.004 -0.057 -0.025
C -4.633280 -2.853613 3.806062 0.034 0.012 -0.025
C -5.562546 -3.867462 3.977535 -0.022 -0.004 0.007
C -5.376511 -5.102425 3.365885 -0.023 -0.015 0.007
C -4.252179 -5.310809 2.580076 -0.015 -0.026 -0.004
C -3.321103 -4.294691 2.411264 0.014 0.036 0.004
H 1.898895 3.743752 3.146144 0.000 0.013 0.012
H 1.521238 5.112640 5.167482 0.002 -0.005 -0.007
H -0.353285 4.548162 6.723879 0.001 0.001 -0.007
H -1.795569 2.617214 6.194360 -0.007 -0.018 -0.015
H -2.405325 0.801826 5.069553 -0.038 0.012 -0.033
H -4.753897 -1.887016 4.275275 -0.012 0.001 0.004
H -6.438620 -3.697060 4.593889 0.000 0.001 -0.003
H -6.104231 -5.894679 3.502590 0.002 0.000 -0.006
H -4.100385 -6.269744 2.096933 0.004 0.005 -0.003
H -2.433109 -4.431674 1.807570 -0.002 0.006 0.007
C -2.082543 -0.139165 -8.410522 0.030 0.044 0.029
Si -2.897520 -0.952808 -6.923844 -0.164 -0.007 0.017
C -2.431743 -2.767889 -6.805971 0.016 -0.016 -0.004
C -4.754404 -0.945544 -7.349965 0.061 -0.012 0.035
C -2.737959 -0.033923 -5.300740 0.033 -0.011 -0.024
C -3.836013 0.506545 -4.651244 0.015 0.031 0.050
C -3.695550 1.161414 -3.424874 0.039 -0.099 -0.204
C -2.421763 1.203248 -2.887131 -0.220 -0.108 0.090
N -1.349809 0.677555 -3.467445 0.407 0.231 0.089
C -1.454443 0.101906 -4.681831 -0.276 -0.026 -0.084
S -0.041563 -0.457046 -5.490697 0.109 -0.013 -0.075
H -2.476637 -0.553864 -9.344427 -0.014 -0.011 0.033
H -1.004013 -0.276543 -8.376680 0.030 0.005 0.007
H -2.283531 0.935701 -8.403111 -0.001 -0.008 -0.015
H -2.635539 -3.278819 -7.752272 -0.011 0.010 -0.012
H -3.015675 -3.260327 -6.023928 -0.003 0.014 -0.002
H -1.375627 -2.873231 -6.562928 -0.002 0.009 0.009
H -4.928195 -1.485735 -8.285031 0.019 0.000 -0.010
H -5.131566 0.072786 -7.479011 -0.015 -0.007 -0.003
H -5.350128 -1.431326 -6.572304 0.000 0.018 -0.004
H -4.821973 0.421243 -5.099311 0.013 0.010 0.021
H -4.538743 1.595613 -2.905303 0.002 0.010 0.016
H -2.247862 1.672466 -1.921531 -0.021 -0.004 -0.001
N 4.466897 -1.156352 -0.385722 0.030 0.037 -0.007
C 3.894748 -2.018274 0.535858 -0.085 -0.154 0.082
C 4.713705 -2.978973 1.151809 -0.055 0.016 0.003
C 4.145064 -3.820962 2.086020 0.061 -0.007 -0.008
C 2.793640 -3.708412 2.382898 -0.042 0.063 -0.031
C 2.072349 -2.725324 1.721111 0.058 -0.248 0.153
N 2.608365 -1.902185 0.827106 -0.068 0.216 0.010
C 3.865998 -0.340851 -1.351690 0.019 0.071 0.074
C 4.697145 0.520301 -2.075965 -0.093 0.028 -0.072
C 4.123599 1.281184 -3.079794 0.086 -0.040 0.068
C 2.765182 1.171677 -3.324342 -0.026 0.027 -0.019
C 2.027409 0.308125 -2.528051 0.049 0.022 -0.161
N 2.563221 -0.432092 -1.558048 -0.059 -0.078 -0.073
H 5.469613 -1.185407 -0.427788 0.001 -0.008 -0.004
H 5.762493 -3.060251 0.890920 -0.001 0.014 -0.006
H 4.755866 -4.569454 2.577556 0.003 0.002 -0.006
H 2.310911 -4.350568 3.105830 -0.005 0.009 -0.004
H 1.012497 -2.592018 1.922302 -0.019 -0.068 0.075
H 5.756352 0.582977 -1.855698 0.005 -0.003 0.006
H 4.740853 1.949020 -3.669568 0.001 0.000 -0.001
H 2.277866 1.709260 -4.125937 -0.035 -0.022 0.004
H 0.962882 0.195084 -2.712576 0.009 -0.039 0.036
Cl 0.025604 6.314223 1.487582 -0.007 -0.017 0.038
C 0.132569 5.083313 0.263965 0.070 0.044 -0.071
C 0.874869 5.318091 -0.880836 -0.030 -0.046 0.021
C 0.909425 4.328318 -1.848913 -0.025 0.040 0.084
C 0.189194 3.162325 -1.628793 -0.024 -0.060 -0.090
N -0.501486 2.938098 -0.514869 -0.103 -0.022 0.033
C -0.523622 3.873489 0.428537 0.070 0.000 0.037
H 1.405000 6.254152 -0.998082 0.003 -0.002 -0.019
H 1.476742 4.456539 -2.760715 0.000 -0.009 -0.011
H 0.146074 2.375232 -2.375822 0.019 0.038 0.001
H -1.059585 3.650091 1.342800 0.001 0.013 0.002
```
Forces are in eV/Å.

Output
* ΔE to the lowest compared entry with this formula, charge and spin: 0.4793 eV
* net charge: -2
* highest occupied orbital energy: -1.75 eV
* E_tot: -3132.8731 hartree

(3)
Molecular formula: C37H35ClN2S2Si2Sn
Method: DFT, the ωB97M-V functional and the def2-TZVPD basis

The geometry in XYZ format:
```
80
Properties=species:S:1:pos:R:3:forces:R:3
C -1.685789 -0.499385 1.320011 -1.812 1.164 -0.421
C -2.497599 0.016714 0.255885 1.072 -0.796 1.232
C -2.592573 -1.025175 -0.728639 -1.129 0.549 -0.165
H -3.019387 0.960771 0.273819 0.003 -0.049 -0.151
C -1.837515 -2.153694 -0.283699 1.445 -0.051 2.236
C -1.274838 -1.810634 0.991048 -1.159 -1.572 -1.752
H -0.714086 -2.477177 1.642549 -0.115 0.215 -0.292
H -1.516595 -0.000812 2.282191 0.038 -0.207 -0.613
H -3.212867 -0.979058 -1.641298 0.483 -0.043 0.640
H -1.740784 -3.115569 -0.765636 -0.061 0.129 -0.068
Sn -0.060020 -0.078459 -0.972417 1.425 0.661 0.543
Si -0.640063 -0.118879 -7.176076 0.475 0.892 -4.849
C -0.105810 1.419751 -8.217652 -0.974 -0.236 1.903
C 1.179941 1.514192 -8.728369 1.175 1.426 -0.650
H 1.874325 0.658210 -8.720033 -0.403 0.478 0.145
C 1.625618 2.766779 -9.274587 0.110 -1.685 0.422
H 2.681215 2.846945 -9.618674 -1.047 0.037 0.176
C 0.741194 3.837777 -9.321623 0.236 0.084 0.079
H 1.094613 4.796836 -9.695486 -0.144 -0.175 0.015
C -0.575711 3.708581 -8.880070 -1.098 -0.311 0.168
H -1.287911 4.553877 -8.971409 0.630 -0.635 0.043
C -1.020141 2.499311 -8.312277 0.698 0.328 -0.239
H -2.059211 2.354571 -7.984801 0.538 0.329 0.008
C 0.084370 -1.431013 -8.355814 0.436 -1.466 1.808
C -0.215994 -1.507921 -9.730974 0.047 0.156 -0.098
H -0.989124 -0.859963 -10.174950 0.535 -0.286 0.227
C 0.460896 -2.441265 -10.545195 -0.528 0.325 0.311
H 0.194388 -2.532753 -11.612795 0.199 0.134 0.743
C 1.423819 -3.280171 -9.988079 0.201 -0.293 0.420
H 1.908306 -4.037246 -10.612978 -0.077 0.419 0.188
C 1.722560 -3.234800 -8.613200 -0.747 0.367 -0.261
H 2.459010 -3.906768 -8.177061 -0.178 0.094 -0.162
C 1.007576 -2.350181 -7.789926 0.227 -0.092 -0.755
H 1.176839 -2.381569 -6.706475 0.016 0.046 -0.675
H -2.099888 -0.024268 -7.112410 -0.212 -0.162 0.816
Si 2.236255 0.621599 -5.361465 -2.386 -0.198 0.568
C 1.305781 -0.939744 -4.765660 0.190 -0.616 -0.099
C -0.083745 -1.277842 -4.827100 0.319 0.635 -0.019
H -0.892076 -0.648669 -5.407936 1.038 -0.478 1.207
C -0.644088 -2.314743 -4.068569 -0.961 -0.071 -1.026
H -1.746373 -2.467178 -4.062036 0.946 0.106 -0.168
C 0.186529 -3.235740 -3.429078 0.039 0.088 -0.312
H -0.228282 -4.169715 -3.018734 0.239 0.687 -0.001
C 1.551569 -3.001684 -3.480391 1.193 -0.811 0.084
H 2.242717 -3.782095 -3.075791 -0.635 0.865 -0.263
C 2.110679 -1.860529 -4.093718 -0.451 -0.723 0.938
H 3.186345 -1.691227 -3.961823 -0.435 -0.058 -0.269
C 0.843191 1.816609 -4.876630 0.213 1.891 -0.185
C -0.383239 1.650478 -4.172588 0.027 -0.921 0.260
H -0.722484 0.660144 -3.780124 0.629 0.925 -0.468
C -1.240210 2.700345 -3.848983 0.292 0.561 -0.492
H -2.150786 2.499190 -3.283517 0.197 0.025 -0.137
C -0.961528 3.998415 -4.307291 0.351 -1.077 -0.423
H -1.703379 4.781920 -4.163830 0.395 0.015 -0.020
C 0.226768 4.187338 -5.039988 -0.778 0.613 0.189
H 0.375735 5.173503 -5.481689 0.316 -0.211 0.264
C 1.139905 3.161883 -5.260520 -0.563 -0.464 0.281
H 2.099216 3.424447 -5.722869 -0.422 -0.246 -0.062
H 3.541228 0.929387 -4.728529 -0.113 -0.251 0.001
Cl 1.872874 1.170941 -1.825756 0.163 -0.153 0.179
C -0.724694 3.533279 -0.212576 0.023 0.925 0.148
C 0.055468 2.879736 0.871934 1.044 -0.874 0.761
N 0.305411 1.580565 0.930563 0.656 0.505 0.030
C 1.233694 1.235482 1.936863 -0.742 3.182 -0.335
C 1.627652 2.350901 2.681217 -0.042 -1.491 -0.336
S 0.893933 3.805788 2.120305 -0.369 -1.544 -0.682
C 1.823916 -0.065350 1.917970 2.333 -3.022 -0.097
C 2.905219 -0.523345 2.695324 -2.041 0.827 -1.305
S 3.431714 -2.087668 2.220223 -1.120 0.750 -0.495
C 2.208919 -2.094448 0.953253 0.564 0.633 0.416
N 1.491481 -1.001782 0.881269 0.209 0.840 0.957
C 2.166222 -3.248917 0.015645 0.508 -0.339 -0.163
H -1.783391 3.255038 -0.152445 0.166 0.134 -0.080
H -0.617313 4.633880 -0.082550 -0.358 -0.710 -0.225
H -0.321905 3.288509 -1.208583 -0.068 -0.097 0.374
H 2.366994 2.296099 3.491345 -0.528 0.396 -0.435
H 3.356805 0.087795 3.454114 0.267 -0.285 0.275
H 3.184304 -3.368193 -0.421253 -0.727 -0.045 0.175
H 1.929102 -4.172387 0.566111 0.037 0.242 -0.255
H 1.447402 -3.106569 -0.796714 0.078 0.065 0.269
```
Forces are in eV/Å.

Output
* ΔE to the lowest compared entry with this formula, charge and spin: 5.1453 eV
* net charge: +2
* highest occupied orbital energy (alpha / beta): -13.18 / -12.36 eV
* E_tot: -3589.6013 hartree